DFT (ωB97M-V/def2-TZVPD) results for C2HFN2OS in the gas phase in a non-equilibrium geometry.

```
8
Properties=species:S:1:pos:R:3:forces:R:3:mulliken_charge:R:1
F -1.8288 -0.3223 -0.4192 0.2 0.1 -0.1 -0.236
C -0.6017 0.1319 -0.5752 0.7 -0.5 1.4 0.625
N -0.2354 0.9409 -1.4789 -0.2 0.8 -0.4 -0.270
O 1.0663 1.1758 -1.2380 1.2 -0.1 -1.4 -0.022
N 1.6079 0.3830 -0.2494 -2.5 0.2 1.2 -0.314
C 0.5316 -0.1694 0.2796 0.1 -0.5 -0.4 0.289
S 0.4672 -1.1457 1.7388 -2.3 0.3 0.2 -0.240
H -1.0070 -0.9942 1.9425 2.8 -0.2 -0.5 0.167
```
Positions in Å, forces in eV/Å.

Values from the calculation:
E_LUMO in eV: 0.2
Energy above the lowest of the compared OMol25 structures with the same formula, charge and spin in kcal/mol: 53.56
HOMO in eV: -9.93
Electronic energy in Eh: -759.5050

***

DFT (ωB97M-V/def2-TZVPD) results for C12H22N2O4 in the gas phase.

```
40
Properties=species:S:1:pos:R:3:forces:R:3:mulliken_charge:R:1
C 2.4713 2.1771 0.0872 0.2 -0.1 0.0 -0.781
C 3.3925 1.0602 0.5634 -0.1 0.1 0.2 -0.496
C 3.0737 0.5607 1.9740 -0.1 0.0 -0.1 -0.880
C 1.6415 0.0302 2.1473 0.1 -0.1 0.2 -0.148
N 1.2409 -0.8613 1.0915 0.5 0.5 0.0 0.047
C 0.6456 -2.0413 1.3349 -0.1 -0.4 -0.5 0.784
O 0.5171 -2.5390 2.4336 -0.1 -0.2 0.3 -0.683
C 0.1247 -2.7010 0.0482 0.2 0.0 0.1 -0.972
N -1.0176 -1.9728 -0.4681 -0.1 -0.3 0.2 -0.018
C -0.8842 -0.8298 -1.1695 -0.5 0.0 0.0 0.236
O 0.2129 -0.3883 -1.4727 0.3 0.1 -0.2 -0.801
C -2.1903 -0.1664 -1.6133 0.0 0.2 -0.1 2.083
C -2.6770 -0.9107 -2.8632 0.1 0.0 0.1 -1.836
C -1.8859 1.2913 -1.9649 0.1 -0.2 0.0 -1.640
C -3.2573 -0.2169 -0.5143 0.2 0.0 -0.1 -1.790
C 0.6558 1.1749 2.3343 0.0 0.1 0.3 0.099
O 0.8519 2.1387 3.0224 0.1 0.1 0.1 -0.606
O -0.4992 0.9839 1.6807 -0.5 -0.2 -0.4 -0.291
H 1.4680 1.8051 -0.1057 -0.2 0.0 -0.1 -0.002
H 2.4157 2.9702 0.8295 -0.1 0.1 0.0 0.285
H 2.8481 2.5997 -0.8414 -0.1 0.1 -0.1 0.402
H 4.4213 1.4272 0.5718 0.0 -0.1 -0.1 0.410
H 3.3497 0.2286 -0.1423 0.1 0.0 0.0 0.281
H 3.7723 -0.2375 2.2292 0.0 0.0 0.1 0.356
H 3.2041 1.3740 2.6900 0.1 -0.1 0.0 0.395
H 1.5898 -0.5523 3.0797 0.0 0.2 -0.2 0.431
H 1.2032 -0.4942 0.1441 -0.1 -0.2 0.1 0.330
H 0.9114 -2.6890 -0.7109 -0.1 -0.1 0.1 0.311
H -0.1727 -3.7275 0.2626 0.1 0.1 0.0 0.423
H -1.9213 -2.2354 -0.1133 0.0 0.1 -0.1 0.237
H -1.9323 -0.8466 -3.6530 0.1 0.0 -0.1 0.417
H -3.6024 -0.4664 -3.2233 -0.1 0.0 0.0 0.453
H -2.8581 -1.9615 -2.6457 0.0 -0.1 0.0 0.355
H -1.5935 1.8400 -1.0727 0.1 0.1 0.1 0.266
H -2.7602 1.7678 -2.4012 -0.1 0.0 0.0 0.452
H -1.0650 1.3399 -2.6749 0.0 0.1 0.0 0.362
H -3.7060 -1.2048 -0.4268 -0.1 -0.1 0.1 0.480
H -4.0565 0.4810 -0.7548 -0.1 0.0 0.0 0.439
H -2.8333 0.0662 0.4470 0.0 0.0 0.1 0.277
H -1.0986 1.7260 1.8609 0.3 0.0 0.2 0.335
```
Positions in Å, forces in eV/Å.

Values from the calculation:
E_LUMO in eV: 0.5
Energy above the lowest of the compared OMol25 structures with the same formula, charge and spin in kcal/mol: 2.24
HOMO in eV: -9.52
Electronic energy in Eh: -881.0046

***

DFT (ωB97M-V/def2-TZVPD) results for 2 unconnected molecules or ions with the total composition C2H3N5O2 in a non-equilibrium geometry.

```
12
Properties=species:S:1:pos:R:3:forces:R:3:mulliken_charge:R:1
N -1.3738 0.1081 1.1692 -0.2 0.7 0.9 -0.127
N -1.4674 1.0435 0.2168 -0.1 0.8 -0.7 -0.095
N -1.6508 0.4894 -0.9109 -0.2 -1.0 -0.5 -0.197
N -1.7353 -0.8385 -0.6534 0.5 2.2 1.4 0.232
N -1.5141 -1.0157 0.6502 -0.6 -2.4 -0.8 -0.116
H -1.5375 -1.5456 -1.3386 -0.2 -0.2 -0.1 0.305
O 0.8951 -1.5318 -0.1650 -0.6 -3.2 -0.6 -0.445
C 1.4597 -0.5492 0.0480 0.8 3.6 0.2 0.746
C 1.4647 0.8759 0.3056 -0.2 1.2 -1.6 -0.396
O 2.6315 0.0527 -0.0543 1.1 -1.4 -0.2 -0.388
H 1.2529 1.5928 -0.5189 -0.3 -0.6 0.7 0.220
H 1.5750 1.3185 1.2513 -0.2 0.3 1.3 0.263
```
Positions in Å, forces in eV/Å.

Values from the calculation:
E_LUMO in eV: 0.5
Energy above the lowest of the compared OMol25 structures with the same formula, charge and spin in kcal/mol: 60.65
HOMO in eV: -10.75
Electronic energy in Eh: -502.1376

***

DFT (ωB97M-V/def2-TZVPD) results for a molecular structure, C25H40Br6N10O11 in a non-equilibrium geometry.

```
92
Properties=species:S:1:pos:R:3:forces:R:3:mulliken_charge:R:1
C -5.1180 -0.2245 2.1847 0.1 0.3 -0.8 -0.424
Br -4.1959 -1.2402 0.8058 -0.5 -0.2 0.5 0.087
Br -6.0216 1.2464 1.2535 0.3 -0.1 0.6 -0.050
Br -3.8881 0.2575 3.5946 -0.3 0.1 -0.3 -0.018
H -5.9157 -0.8199 2.6034 0.1 -0.2 0.0 0.409
C 2.0659 -3.6587 0.9528 0.4 -0.2 0.3 1.455
Br 2.5448 -4.4868 2.6430 -0.2 -0.1 -0.3 -0.060
Br 0.7391 -4.6869 -0.0296 0.7 0.4 0.2 -0.029
Br 3.7126 -3.2364 -0.0295 -0.7 -0.2 0.0 -0.054
H 1.6308 -2.7072 1.2279 -0.1 0.1 -0.2 -1.139
C 3.6046 2.6023 -0.7694 1.6 0.0 0.7 -0.180
C 3.2898 3.9193 -0.4401 -0.9 -0.6 -0.5 -0.843
C 2.6438 4.1490 0.7592 0.4 1.4 1.3 0.931
C 2.5718 3.1971 1.7588 -1.0 -1.8 -0.9 -0.698
C 2.9331 1.8874 1.4279 0.6 0.3 0.3 -0.173
C 3.5524 1.6175 0.2194 -1.7 -0.1 -0.2 -0.282
O 3.9671 0.3467 -0.0907 1.0 -0.4 -0.9 -0.530
O 2.2245 5.4367 1.0388 0.1 0.0 -0.6 -0.586
H 4.1387 2.3247 -1.6704 -0.3 0.3 -0.3 0.542
H 3.3417 4.7294 -1.1540 0.2 -0.1 -0.1 0.433
H 1.9668 3.3081 2.6485 0.2 0.5 0.2 0.393
H 2.7766 1.0703 2.1154 0.0 0.0 0.2 0.434
H 3.3824 -0.3954 0.0904 -0.3 0.4 0.7 0.064
H 1.5795 5.4346 1.7500 0.0 -0.2 0.1 0.299
C -2.9799 -4.1828 -0.4640 0.2 -0.9 -0.4 0.330
C -3.9871 -5.0190 -0.0076 -0.3 0.2 0.4 -0.763
C -5.2780 -4.8912 -0.5022 -0.2 -0.2 -1.0 0.844
C -5.4980 -4.1096 -1.6310 0.1 1.3 0.9 -0.628
C -4.5001 -3.2253 -2.0462 -0.3 -0.5 -0.3 -0.268
C -3.2168 -3.3189 -1.5288 -0.3 0.4 0.6 -0.312
O -2.2284 -2.4381 -1.9047 0.3 0.0 0.0 -0.264
O -6.2905 -5.5734 0.0980 0.2 -0.5 0.5 -0.541
H -1.9904 -4.3313 -0.0395 -0.1 0.4 -0.2 0.060
H -3.8100 -5.7569 0.7643 0.1 0.2 0.1 0.401
H -6.5046 -3.9163 -1.9844 0.0 -0.3 -0.1 0.238
H -4.7852 -2.4472 -2.7430 0.4 -0.1 -0.2 0.407
H -2.1080 -2.4566 -2.8666 -0.1 0.1 -0.5 0.090
H -7.1240 -5.5003 -0.3727 0.1 0.2 -0.2 0.298
C 1.9348 0.9234 6.4056 -0.5 0.2 -0.5 -0.704
C 0.8307 0.9130 5.5732 0.2 -0.1 -0.3 -0.526
C 0.6126 -0.1617 4.7199 -0.7 0.0 -0.1 0.380
C 1.4078 -1.2971 4.7727 0.0 0.8 1.0 -0.395
C 2.5412 -1.2661 5.6077 -1.3 -1.0 -1.1 -0.621
C 2.8079 -0.1523 6.3634 1.2 0.0 0.1 0.827
O 3.9982 0.0009 7.0180 0.1 0.7 0.8 -0.551
O -0.4954 -0.0985 3.8864 0.4 -0.3 0.1 -0.356
H 2.1046 1.8079 7.0023 0.3 -0.2 0.2 0.387
H 0.1589 1.7609 5.5298 0.0 0.0 0.1 0.393
H 1.0375 -2.1977 4.3041 0.4 -0.1 -0.3 0.456
H 3.1099 -2.1876 5.6213 0.5 0.3 0.3 0.320
H 4.5984 -0.7462 7.0052 -0.4 -0.4 -0.3 0.288
H -0.3569 -0.7982 3.2269 -0.1 0.3 -0.1 0.011
C 0.2220 -0.8578 0.1794 -1.1 1.2 0.0 -0.170
O 0.8062 -0.8837 1.2643 0.4 -0.3 -0.3 -0.534
N -1.1400 -0.7036 0.1165 0.8 -0.2 0.2 0.634
N 0.8199 -0.7501 -1.0426 0.6 -0.3 0.0 0.360
H -1.6153 -1.0179 -0.7203 -0.2 -0.1 0.1 -0.184
H -1.5926 -0.8247 1.0060 -0.2 -0.2 -0.1 -0.021
H 0.3278 -1.0404 -1.8722 -0.1 0.1 0.0 -0.005
H 1.8237 -0.6896 -1.0959 -0.1 -0.2 0.0 0.076
C -1.5967 3.7093 1.2347 0.2 0.4 -0.3 0.679
O -1.5562 4.5023 0.2906 -0.2 -0.6 0.1 -0.746
N -1.6149 2.3526 1.1540 0.0 0.0 0.6 0.040
N -1.5634 4.1627 2.5288 0.2 0.3 0.1 -0.398
H -1.2565 1.8882 1.9746 -0.2 -0.4 -0.2 -0.019
H -1.6868 1.8224 0.3041 0.2 0.2 -0.2 0.110
H -1.5370 5.1579 2.6599 -0.1 0.0 -0.1 0.235
H -1.8161 3.5983 3.3186 -0.1 -0.1 -0.1 0.168
C 3.8191 1.7491 -4.4656 0.3 1.4 0.9 0.687
O 3.8305 2.9632 -4.3284 -0.1 -0.4 -0.2 -0.627
N 2.8833 0.9563 -3.8668 0.0 -1.2 -0.5 -0.100
N 4.8113 1.0946 -5.1386 -0.3 -0.3 -0.2 -0.438
H 2.1732 1.2873 -3.2405 0.0 0.5 -0.2 -0.018
H 2.9541 -0.0323 -4.0282 -0.1 0.0 0.3 0.119
H 5.5576 1.6547 -5.5032 0.0 0.0 0.0 0.221
H 4.8506 0.0956 -5.1989 0.2 0.0 0.0 0.134
C -1.0771 2.7564 -3.1625 0.8 0.0 0.1 0.551
O -0.6103 2.0693 -4.0755 -0.6 0.1 0.1 -0.712
N -2.0196 3.7198 -3.3147 -0.3 0.2 0.0 -0.345
N -0.6271 2.6308 -1.8767 -0.4 -0.1 -0.5 0.000
H -2.4666 3.8898 -4.1951 0.2 -0.2 -0.1 0.223
H -2.3432 4.2396 -2.5168 0.0 -0.1 0.0 0.148
H -0.7913 3.3916 -1.2270 0.2 -0.2 0.3 0.262
H 0.0949 1.9416 -1.7637 0.2 0.2 0.3 -0.160
C -0.4476 -1.9252 -4.7801 -0.2 0.5 0.8 0.688
O -1.6353 -2.2483 -4.6997 0.3 -0.4 -0.2 -0.799
N -0.0736 -0.6257 -4.6787 -0.2 -0.5 0.0 -0.095
N 0.5783 -2.8231 -4.8324 -0.1 -0.3 -0.2 -0.305
H 0.8877 -0.3428 -4.7125 -0.1 0.3 -0.2 0.056
H -0.8042 0.0703 -4.6852 0.3 0.3 0.1 0.168
H 1.5373 -2.5421 -4.7763 0.0 0.0 -0.1 0.116
H 0.3781 -3.8010 -4.9323 -0.1 0.0 0.1 0.216
```
Positions in Å, forces in eV/Å.

Values from the calculation:
E_LUMO in eV: -0.4
HOMO in eV: -8.01
Electronic energy in Eh: -17796.1166